(1)
{"formula": "C17H39N3O7P", "method": "ωB97M-V/def2-TZVPD", "species": ["C", "C", "N", "C", "N", "O", "C", "C", "C", "C", "N", "P", "C", "C", "H", "H", "H", "H", "H", "H", "H", "H", "H", "H", "H", "H", "H", "H", "H", "H", "H", "H", "H", "H", "H", "H", "H", "C", "C", "O", "C", "O", "O", "C", "H", "H", "H", "H", "H", "H", "H", "H", "C", "C", "O", "C", "O", "O", "C", "H", "H", "H", "H", "H", "H", "H", "H"], "positions_angstrom": [[4.23, -0.22, -1.18], [4.12, -1.15, -2.36], [5.11, -1.87, -2.70], [2.78, -1.16, -3.10], [1.89, -2.30, -2.71], [1.97, -2.33, -1.30], [2.31, -3.63, -3.34], [2.54, -4.81, -2.40], [3.96, -4.98, -1.82], [4.22, -4.39, -0.43], [4.42, -5.47, 0.54], [0.05, -2.04, -3.17], [-0.33, -0.62, -2.07], [0.21, -1.21, -4.78], [3.76, -0.66, -0.30], [3.74, 0.73, -1.39], [5.28, -0.04, -0.97], [4.94, -2.43, -3.53], [2.22, -0.25, -2.86], [2.93, -1.22, -4.17], [1.21, -2.85, -0.98], [3.19, -3.44, -3.94], [1.49, -3.88, -4.02], [2.31, -5.68, -3.01], [1.80, -4.83, -1.59], [4.13, -6.05, -1.74], [4.69, -4.61, -2.54], [5.06, -3.69, -0.48], [3.36, -3.82, -0.09], [5.31, -5.93, 0.37], [4.46, -5.11, 1.48], [-0.75, 0.19, -2.67], [-1.09, -0.93, -1.35], [0.53, -0.23, -1.54], [0.79, -0.29, -4.77], [-0.83, -0.95, -5.03], [0.57, -1.89, -5.55], [-0.93, 4.33, 1.14], [-1.04, 4.12, -0.35], [-1.54, 2.79, -0.67], [-2.86, 2.65, -0.53], [-3.64, 3.51, -0.22], [-3.17, 1.38, -0.79], [-4.56, 1.06, -0.64], [-0.32, 3.56, 1.60], [-0.48, 5.30, 1.34], [-1.92, 4.32, 1.60], [-0.06, 4.15, -0.83], [-1.68, 4.86, -0.82], [-5.17, 1.74, -1.23], [-4.85, 1.12, 0.40], [-4.67, 0.04, -1.00], [-4.27, 2.93, 3.17], [-5.25, 2.74, 4.30], [-4.58, 2.35, 5.52], [-3.98, 3.35, 6.18], [-3.98, 4.51, 5.86], [-3.41, 2.84, 7.27], [-2.74, 3.80, 8.09], [-3.66, 2.03, 3.03], [-4.80, 3.13, 2.24], [-3.60, 3.77, 3.37], [-5.93, 1.91, 4.10], [-5.83, 3.64, 4.48], [-3.41, 4.62, 8.35], [-1.87, 4.20, 7.56], [-2.43, 3.26, 8.98]], "mulliken_charge": [-1.42, 0.72, -0.65, -1.31, 0.42, -0.41, -0.39, -1.12, -0.58, -0.09, -0.70, 0.12, -0.99, -1.14, 0.25, 0.39, 0.42, 0.27, 0.64, 0.61, 0.37, 0.28, 0.52, 0.46, 0.33, 0.51, 0.25, 0.25, 0.06, 0.23, 0.24, 0.40, 0.41, 0.42, 0.37, 0.45, 0.40, -0.88, -0.26, -0.33, 0.76, -0.57, -0.27, -0.66, 0.29, 0.38, 0.13, 0.30, 0.32, 0.34, 0.26, 0.22, -0.76, -0.55, -0.36, 0.80, -0.56, -0.35, -0.63, 0.28, 0.30, 0.31, 0.33, 0.36, 0.30, 0.29, 0.22], "energy_ha": -1703.15267, "charge": 1}

***

(2)
{"formula": "C17H39N5O9S", "method": "ωB97M-V/def2-TZVPD", "species": ["C", "C", "O", "S", "O", "O", "O", "H", "H", "H", "H", "C", "C", "O", "N", "C", "H", "H", "H", "H", "H", "H", "H", "C", "C", "O", "N", "C", "H", "H", "H", "H", "H", "H", "H", "C", "C", "O", "N", "C", "H", "H", "H", "H", "H", "H", "H", "C", "C", "O", "N", "C", "H", "H", "H", "H", "H", "H", "H", "C", "C", "O", "N", "C", "H", "H", "H", "H", "H", "H", "H"], "positions_angstrom": [[19.84, 13.46, 8.41], [21.08, 12.63, 8.62], [20.87, 11.42, 7.92], [19.35, 11.07, 8.15], [19.17, 10.61, 9.46], [18.84, 10.33, 7.10], [18.84, 12.55, 7.96], [19.95, 14.21, 7.62], [19.51, 14.03, 9.28], [21.25, 12.41, 9.70], [22.09, 13.00, 8.39], [20.19, 7.38, 10.19], [21.45, 7.76, 9.46], [22.06, 6.95, 8.77], [21.86, 9.05, 9.65], [23.05, 9.45, 9.10], [20.37, 7.09, 11.22], [19.73, 6.56, 9.66], [19.52, 8.25, 10.24], [21.36, 9.61, 10.31], [23.30, 10.50, 9.20], [23.08, 9.26, 8.03], [23.90, 8.88, 9.50], [19.46, 9.40, 14.08], [19.41, 10.78, 13.50], [20.44, 11.48, 13.43], [18.22, 11.26, 13.17], [18.13, 12.55, 12.64], [18.78, 8.72, 13.55], [19.22, 9.37, 15.14], [20.49, 9.07, 13.98], [17.40, 10.71, 13.26], [17.13, 12.69, 12.25], [18.84, 12.63, 11.82], [18.42, 13.27, 13.39], [26.28, 11.55, 9.72], [25.04, 12.16, 10.30], [24.31, 12.81, 9.55], [24.80, 12.01, 11.62], [23.61, 12.49, 12.36], [26.87, 12.32, 9.24], [25.93, 10.87, 8.94], [26.90, 10.98, 10.42], [25.51, 11.56, 12.17], [22.91, 11.71, 12.67], [23.07, 13.23, 11.79], [23.99, 12.95, 13.28], [14.33, 6.50, 6.09], [15.67, 6.23, 6.85], [15.80, 5.26, 7.63], [16.71, 7.10, 6.63], [17.93, 6.99, 7.31], [13.60, 6.81, 6.86], [13.97, 5.59, 5.63], [14.41, 7.30, 5.37], [16.65, 7.78, 5.90], [18.37, 6.00, 7.32], [17.81, 7.37, 8.32], [18.64, 7.62, 6.77], [17.56, 5.72, 11.13], [16.71, 6.99, 11.11], [16.75, 7.79, 11.98], [15.91, 7.13, 10.03], [15.18, 8.35, 9.76], [17.32, 5.21, 12.06], [18.59, 6.06, 11.29], [17.47, 5.10, 10.25], [15.98, 6.44, 9.29], [14.24, 8.12, 9.26], [15.75, 8.99, 9.07], [14.99, 8.86, 10.69]], "mulliken_charge": [-0.39, -0.21, -0.29, 0.97, -0.17, -0.65, -0.37, 0.27, 0.30, 0.01, 0.54, -0.83, 0.27, -0.69, 0.18, -0.79, 0.43, 0.27, 0.30, 0.10, -0.09, 0.37, 0.43, -0.93, 0.70, -0.69, -0.07, -0.70, 0.15, 0.34, 0.27, 0.24, 0.37, 0.01, 0.30, -1.06, 0.75, -0.66, -0.16, -0.88, 0.31, 0.25, 0.36, 0.21, 0.28, 0.27, 0.35, -1.08, 0.64, -0.68, -0.03, -0.68, 0.23, 0.31, 0.34, 0.25, 0.30, -0.10, 0.48, -0.90, 0.83, -0.65, -0.08, -0.92, 0.39, 0.08, 0.26, 0.13, 0.31, 0.20, 0.39], "energy_ha": -2020.33503, "de_lowest_kcal_mol": 0.0}

***

(3)
{"formula": "C17H40EuNO2P2", "method": "ωB97M-V/def2-TZVPD", "species": ["Eu", "P", "P", "N", "C", "H", "H", "C", "H", "H", "C", "H", "H", "C", "H", "H", "C", "C", "H", "H", "H", "C", "C", "H", "H", "H", "C", "C", "H", "H", "H", "C", "C", "H", "H", "H", "C", "C", "H", "H", "H", "C", "H", "H", "H", "C", "H", "H", "H", "C", "H", "H", "H", "H", "H", "H", "H", "O", "H", "H", "O", "H", "H"], "positions_angstrom": [[-0.45, -0.05, 0.12], [-0.14, 1.49, -2.09], [0.35, -1.99, 1.88], [1.21, -1.40, -1.35], [0.30, 0.07, -3.23], [-0.51, 0.01, -3.98], [1.19, 0.38, -3.81], [0.49, -1.36, -2.64], [-0.48, -1.84, -2.42], [0.99, -1.97, -3.42], [1.61, -2.71, -0.72], [2.66, -2.63, -0.38], [1.63, -3.48, -1.51], [0.68, -3.15, 0.42], [1.06, -4.09, 0.84], [-0.29, -3.39, -0.04], [-1.04, -2.46, 3.03], [-2.38, -1.82, 2.58], [-2.82, -2.32, 1.69], [-2.24, -0.74, 2.37], [-3.12, -1.90, 3.39], [1.95, -1.70, 2.68], [1.95, -0.42, 3.58], [2.93, 0.08, 3.47], [1.81, -0.65, 4.64], [1.18, 0.31, 3.25], [1.05, 2.87, -2.17], [0.64, 4.13, -1.35], [1.54, 4.74, -1.17], [0.25, 3.85, -0.36], [-0.08, 4.78, -1.86], [-1.88, 2.08, -2.38], [-2.47, 2.91, -1.21], [-3.56, 2.99, -1.36], [-2.07, 3.94, -1.18], [-2.32, 2.45, -0.21], [-0.61, 1.96, 1.97], [2.36, -3.02, 3.34], [1.58, -3.79, 3.30], [3.25, -3.42, 2.81], [2.67, -2.88, 4.39], [1.50, 3.08, -3.62], [1.65, 4.14, -3.85], [2.49, 2.61, -3.75], [0.81, 2.64, -4.36], [-1.90, 2.80, -3.72], [-2.94, 3.11, -3.94], [-1.28, 3.71, -3.72], [-1.58, 2.14, -4.53], [-0.73, -2.04, 4.47], [-0.63, -0.95, 4.55], [-1.58, -2.34, 5.10], [0.17, -2.53, 4.87], [-1.13, -3.56, 2.96], [-2.48, 1.16, -2.46], [2.65, -1.49, 1.86], [1.91, 2.45, -1.61], [-0.81, 2.78, 2.75], [2.07, -0.83, -1.45], [1.47, 0.77, 0.59], [-2.54, -0.99, -0.54], [-3.29, -0.55, -0.06], [-2.73, -1.95, -0.41]], "lowdin_spin": [6.53, 0.02, 0.03, 0.00, 0.02, 0.00, 0.00, 0.01, 0.00, 0.00, 0.00, 0.00, 0.00, 0.02, 0.00, 0.00, 0.00, 0.02, 0.00, 0.01, 0.00, 0.00, 0.01, 0.00, 0.00, 0.01, 0.00, 0.01, 0.00, 0.01, 0.00, 0.00, 0.02, 0.00, 0.00, 0.01, 0.17, 0.00, 0.00, 0.00, 0.00, 0.00, 0.00, 0.00, 0.00, 0.00, 0.00, 0.00, 0.00, 0.00, 0.00, 0.00, 0.00, 0.00, 0.00, 0.00, 0.00, 0.10, 0.00, -0.02, 0.00, 0.00, 0.00], "multiplicity": 8, "s_squared": 15.769, "energy_ha": -2269.61585, "charge": 1}